No. 1
This record from OMol25 describes a molecular structure, C50H46BrN6O3PdS2Si. The level of theory is the ωB97M-V functional and the def2-TZVPD basis.

Last column: Löwdin spin population.
Element x y z (Å)
Pd (-0.775, 0.559, -1.138)  1.504
C (-4.099, 0.342, -1.703)  0.003
O (-3.142, 0.646, -0.677)  0.042
C (-3.514, 0.465, 0.624)  0.003
C (-4.816, 0.274, 1.039)  0.001
C (-5.070, 0.055, 2.390)  0.000
Br (-6.852, -0.226, 2.946)  0.000
C (-4.050, 0.013, 3.310)  0.000
C (-2.734, 0.213, 2.885)  0.002
C (-2.466, 0.455, 1.544)  0.005
O (-1.190, 0.649, 1.110)  0.065
C (-1.588, 0.127, 3.787)  0.000
N (-0.350, 0.210, 3.350)  0.003
C (0.467, 0.066, 4.463)  0.000
C (1.856, 0.072, 4.573)  0.000
C (2.395, -0.090, 5.833)  0.000
C (1.579, -0.254, 6.965)  0.000
C (0.201, -0.264, 6.868)  0.000
C (-0.333, -0.103, 5.595)  0.000
N (-1.639, -0.057, 5.129)  0.000
H (-4.890, 1.092, -1.721)  0.000
H (-4.517, -0.652, -1.551)  0.000
H (-3.555, 0.356, -2.641)  0.001
H (-5.636, 0.272, 0.336)  0.000
H (-4.278, -0.191, 4.347)  0.000
H (-0.568, 0.509, 1.923)  0.000
H (2.482, 0.197, 3.698)  0.000
H (3.470, -0.089, 5.958)  0.000
H (2.041, -0.375, 7.935)  0.000
H (-0.425, -0.392, 7.741)  0.000
H (-2.470, -0.148, 5.687)  0.000
C (1.204, -2.503, -3.116)  0.000
C (-0.074, -3.344, -3.017)  0.005
C (0.279, -4.812, -3.284)  0.002
C (-1.103, -2.862, -4.047)  -0.001
Si (-0.831, -2.999, -1.300)  0.019
O (-1.025, -1.399, -1.203)  0.145
C (-2.500, -3.828, -1.044)  0.003
C (-3.438, -3.104, -0.300)  0.000
C (-4.678, -3.634, 0.033)  0.000
C (-5.010, -4.918, -0.379)  0.000
C (-4.093, -5.660, -1.110)  0.000
C (-2.852, -5.123, -1.432)  0.001
C (0.260, -3.558, 0.133)  0.000
C (0.335, -2.697, 1.238)  0.000
C (1.050, -3.030, 2.382)  0.000
C (1.719, -4.245, 2.444)  0.000
C (1.647, -5.122, 1.370)  0.000
C (0.916, -4.787, 0.236)  0.000
H (1.662, -2.616, -4.107)  0.000
H (1.943, -2.817, -2.372)  0.000
H (0.993, -1.440, -2.966)  0.000
H (0.666, -4.925, -4.304)  0.000
H (-0.588, -5.470, -3.202)  0.000
H (1.056, -5.173, -2.609)  0.000
H (-0.705, -2.960, -5.065)  0.000
H (-1.359, -1.811, -3.888)  0.000
H (-2.026, -3.447, -3.995)  0.000
H (-3.176, -2.108, 0.035)  0.000
H (-5.381, -3.053, 0.622)  0.000
H (-5.973, -5.342, -0.123)  0.000
H (-4.343, -6.665, -1.428)  0.000
H (-2.156, -5.735, -1.994)  0.000
H (-0.205, -1.755, 1.203)  0.000
H (1.075, -2.349, 3.227)  0.000
H (2.278, -4.516, 3.331)  0.000
H (2.158, -6.076, 1.418)  0.000
H (0.855, -5.507, -0.572)  0.000
S (5.437, -1.125, -2.468)  0.000
C (3.868, -0.442, -1.953)  0.003
C (3.199, -0.964, -0.856)  0.003
C (1.988, -0.411, -0.491)  0.011
N (1.434, 0.612, -1.155)  0.101
C (2.078, 1.112, -2.216)  0.014
C (3.294, 0.618, -2.645)  0.003
C (6.467, -0.166, -1.358)  0.000
C (6.847, -0.689, -0.132)  0.000
C (7.606, 0.111, 0.713)  0.000
N (7.989, 1.349, 0.407)  0.000
C (7.635, 1.826, -0.785)  0.000
C (6.880, 1.111, -1.705)  0.000
H (3.600, -1.801, -0.300)  0.000
H (1.436, -0.802, 0.349)  0.000
H (1.599, 1.942, -2.723)  0.002
H (3.785, 1.045, -3.508)  0.001
H (6.563, -1.692, 0.157)  0.000
H (7.921, -0.262, 1.681)  0.000
H (7.974, 2.829, -1.019)  0.000
H (6.626, 1.537, -2.667)  0.000
S (-2.206, 6.892, 0.021)  0.000
C (-1.687, 5.260, -0.484)  0.000
C (-2.310, 4.606, -1.539)  0.002
C (-1.875, 3.346, -1.894)  0.007
N (-0.873, 2.720, -1.267)  0.043
C (-0.271, 3.353, -0.249)  0.003
C (-0.649, 4.613, 0.173)  0.001
C (-1.165, 7.816, -1.107)  0.000
C (-1.618, 8.142, -2.375)  0.000
C (-0.759, 8.836, -3.218)  0.000
N (0.471, 9.207, -2.868)  0.000
C (0.882, 8.905, -1.638)  0.000
C (0.105, 8.213, -0.719)  0.000
H (-3.121, 5.075, -2.079)  0.000
H (-2.335, 2.817, -2.719)  0.002
H (0.543, 2.825, 0.229)  0.000
H (-0.140, 5.085, 1.002)  0.000
H (-2.616, 7.875, -2.697)  0.000
H (-1.075, 9.107, -4.219)  0.000
H (1.881, 9.231, -1.373)  0.000
H (0.478, 7.999, 0.274)  0.000

The HOMO-LUMO gap (alpha / beta) is 0.2915 / 0.2332 hartree. As for the net charge: +1. As for the spin multiplicity: 3. The LUMO energy (alpha / beta) comes out at -2.76 / -4.34 eV. For the total energy, the calculation gives -6274.8110 a.u. The value obtained for the HOMO energy (alpha / beta) is -10.69 / -10.69 eV.

***

No. 2
This record from OMol25 describes a molecular structure, C50H46I2LaN12O3S4. The level of theory is the ωB97M-V functional and the def2-TZVPD basis.

Last column: Mulliken charge in e.
Element x y z (Å)
La (-0.306, 0.562, -0.314)  2.151
I (-7.694, -1.447, -1.451)  0.071
C (-5.762, -0.694, -1.681)  -0.815
C (-5.543, 0.674, -1.626)  -0.249
C (-4.243, 1.151, -1.696)  0.270
I (-3.918, 3.216, -1.767)  0.098
C (-3.152, 0.284, -1.779)  -0.855
O (-1.898, 0.713, -1.747)  0.587
C (-3.407, -1.083, -1.951)  0.496
C (-2.265, -1.971, -2.369)  -0.985
N (-1.126, -2.029, -1.438)  0.507
C (0.020, -2.671, -2.073)  -0.972
C (0.651, -1.751, -3.082)  0.368
C (0.959, -2.188, -4.359)  -0.829
C (1.640, -1.340, -5.219)  -0.942
C (2.004, -0.090, -4.758)  -1.323
C (1.626, 0.277, -3.478)  -0.797
N (0.944, -0.516, -2.652)  1.169
C (-4.704, -1.567, -1.881)  -0.408
H (-6.370, 1.363, -1.523)  0.458
H (-1.877, -1.578, -3.315)  0.041
H (-2.645, -2.979, -2.571)  0.501
H (-1.396, -2.595, -0.640)  -0.464
H (-0.239, -3.620, -2.559)  0.555
H (0.758, -2.889, -1.293)  0.236
H (0.677, -3.187, -4.664)  0.518
H (1.887, -1.654, -6.224)  0.443
H (2.553, 0.603, -5.379)  0.541
H (1.898, 1.247, -3.085)  0.886
H (-4.886, -2.630, -1.990)  0.524
C (0.314, 1.525, 4.984)  -0.593
O (0.536, 2.691, 4.162)  -0.527
C (0.307, 2.290, 2.892)  -0.671
N (0.128, 1.059, 2.659)  0.818
C (0.203, 0.363, 3.978)  -0.414
C (-0.940, -0.559, 4.325)  -0.177
C (-2.223, -0.059, 4.530)  0.158
C (-3.230, -0.884, 5.001)  -1.051
C (-2.969, -2.222, 5.272)  -0.571
C (-1.698, -2.730, 5.058)  -0.703
C (-0.689, -1.900, 4.587)  0.223
C (0.250, 3.419, 1.926)  0.747
C (0.252, 4.708, 2.444)  -1.098
C (0.098, 5.778, 1.583)  -0.959
C (-0.044, 5.519, 0.236)  -0.941
C (0.002, 4.200, -0.202)  0.363
N (0.148, 3.156, 0.617)  1.053
C (-0.070, 3.960, -1.667)  -0.616
N (0.249, 2.903, -2.297)  0.442
C (0.281, 3.310, -3.733)  -0.655
C (-0.514, 4.616, -3.736)  -0.562
O (-0.426, 5.055, -2.363)  -0.421
C (-0.211, 2.359, -4.792)  -0.149
C (-1.246, 1.462, -4.575)  1.365
C (-1.683, 0.643, -5.607)  -0.568
C (-1.104, 0.728, -6.866)  -0.707
C (-0.086, 1.644, -7.094)  -0.784
C (0.359, 2.454, -6.059)  -0.404
H (-0.607, 1.682, 5.542)  0.410
H (1.145, 1.423, 5.677)  0.332
H (1.122, -0.224, 3.967)  0.463
H (-2.444, 0.980, 4.310)  0.354
H (-4.223, -0.483, 5.155)  0.462
H (-3.756, -2.864, 5.647)  0.431
H (-1.489, -3.773, 5.257)  0.432
H (0.302, -2.297, 4.409)  0.143
H (0.347, 4.851, 3.509)  0.639
H (0.078, 6.792, 1.958)  0.469
H (-0.184, 6.312, -0.481)  0.606
H (1.335, 3.519, -3.950)  0.588
H (-1.564, 4.449, -3.981)  0.366
H (-0.092, 5.389, -4.373)  0.313
H (-1.692, 1.394, -3.594)  -0.499
H (-2.490, -0.057, -5.427)  0.524
H (-1.451, 0.092, -7.670)  0.442
H (0.363, 1.726, -8.075)  0.415
H (1.167, 3.156, -6.237)  0.462
S (-2.620, 1.690, 1.195)  -0.359
C (-2.841, 0.014, 1.333)  0.978
N (-1.861, -0.865, 1.184)  0.518
C (-2.309, -2.161, 1.428)  -1.901
C (-1.517, -3.308, 1.456)  0.235
C (-2.116, -4.534, 1.690)  -1.012
C (-3.492, -4.634, 1.907)  -0.835
C (-4.286, -3.499, 1.906)  -0.955
C (-3.683, -2.270, 1.673)  1.204
S (-4.402, -0.693, 1.652)  -0.302
H (-0.443, -3.225, 1.329)  0.434
H (-1.507, -5.428, 1.717)  0.485
H (-3.941, -5.602, 2.085)  0.424
H (-5.351, -3.567, 2.084)  0.580
C (4.971, 3.211, 2.233)  -1.249
C (5.108, 2.208, 1.150)  1.045
N (6.165, 2.006, 0.426)  -0.904
N (5.799, 1.008, -0.428)  0.329
C (4.533, 0.591, -0.269)  -0.039
S (3.657, -0.571, -1.103)  -0.520
N (4.097, 1.364, 0.758)  0.105
N (2.784, 1.325, 1.253)  0.067
H (5.943, 3.660, 2.416)  0.364
H (4.620, 2.751, 3.159)  0.347
H (4.270, 3.999, 1.950)  0.261
H (6.443, 0.665, -1.120)  0.175
H (2.598, 0.358, 1.559)  -0.262
H (2.764, 1.920, 2.075)  0.031
C (3.066, -3.795, 4.326)  -0.792
N (3.745, -3.584, 3.060)  0.118
C (4.933, -4.185, 2.672)  -0.294
C (5.213, -3.746, 1.430)  -0.636
N (4.187, -2.895, 1.073)  0.443
C (3.286, -2.786, 2.069)  -0.842
S (1.849, -1.880, 2.085)  0.238
H (3.787, -4.165, 5.051)  0.367
H (2.256, -4.515, 4.214)  0.261
H (2.651, -2.851, 4.669)  0.307
H (5.462, -4.865, 3.313)  0.459
H (6.035, -3.968, 0.776)  0.453
H (4.100, -2.342, 0.220)  -0.055

The HOMO-LUMO gap is 0.2441 hartree. As for the net charge: +1. As for the spin multiplicity: 1. The LUMO energy comes out at -2.62 eV. For the total energy, the calculation gives -5035.5538 a.u. The value obtained for the HOMO energy is -9.26 eV.